Arrangement A

An isolated molecule of C4H7N5. Source: the OMol25 dataset; level of theory: ωB97M-V/def2-TZVPD.

Geometry as XYZ:
```
16
Properties=species:S:1:pos:R:3
C 1.99832 -0.45384 0.97276
N 1.64833 0.77767 0.84744
C 0.40782 0.97992 0.31318
N -0.15133 2.11181 0.08280
N -1.45433 1.82936 -0.26066
C -1.44614 0.50959 -0.97664
C -0.51594 -0.25194 0.00338
N 0.23116 -1.37336 -0.29829
N 1.22682 -1.55695 0.71596
H 2.98847 -0.62897 1.22061
H -1.75854 2.60279 -0.79478
H -2.43814 0.07453 -1.02119
H -0.99830 0.51189 -1.93153
H -1.12551 -0.47174 0.85215
H -0.33530 -2.24590 -0.36935
H 1.72261 -2.41485 0.64415
```

Calculated values
Lowest unoccupied orbital energy ... 0.7 eV
Highest occupied orbital energy ... -7.826 eV
Structure (SMILES) ... C1=NC2=NNC[C@H]2NN1
Frontier orbital gap ... 8.5 eV

Arrangement B

An isolated molecule of C4H7N5. Source: the OMol25 dataset; level of theory: ωB97M-V/def2-TZVPD.

Geometry as XYZ:
```
16
Properties=species:S:1:pos:R:3
C 1.98004 -0.91584 -0.89419
C 1.33303 -0.96865 0.24765
C 0.38204 0.10987 0.65666
N 0.68915 1.41348 0.03187
C -1.08338 -0.08079 0.38633
N -2.00257 -0.52363 1.25077
N -3.18988 -0.29490 0.69492
N -3.07697 0.25484 -0.38642
N -1.75813 0.32761 -0.69845
H 2.57832 -1.70754 -1.33468
H 1.81860 -0.27513 -1.74144
H 1.63873 -1.83294 0.96189
H 0.46546 0.16642 1.77752
H 1.65009 1.57170 0.29714
H -0.00580 2.12461 0.35812
H -1.41873 0.63088 -1.60770
```

Calculated values
Lowest unoccupied orbital energy ... 0.7 eV
Highest occupied orbital energy ... -10.183 eV
Structure (SMILES) ... C=C[C@@H](N)c1nnn[nH]1
Frontier orbital gap ... 10.9 eV

Arrangement C

An isolated molecule of C4H7N5. Source: the OMol25 dataset; level of theory: ωB97M-V/def2-TZVPD.

Geometry as XYZ:
```
16
Properties=species:S:1:pos:R:3
H -2.04303 2.58209 -0.74491
N -2.08723 1.56251 -0.62512
C -0.99431 1.11083 -0.09995
C 0.23759 1.99759 -0.16988
N 0.94048 2.91484 -0.24996
C -0.61693 -0.31656 0.02273
N -1.41835 -1.26345 -0.55512
C 0.72909 -0.48045 0.29782
N 1.33003 -0.12582 1.49555
N 1.44590 -1.42955 -0.40646
H -2.33067 -0.96912 -0.88962
H -1.15763 -2.23707 -0.45472
H 0.67332 0.30224 2.14575
H 1.68297 -0.97794 1.93325
H 2.44229 -1.24685 -0.31095
H 1.16649 -1.42328 -1.38840
```

Calculated values
Lowest unoccupied orbital energy (spin up / spin down) ... 0.2 / 0.2 eV
Highest occupied orbital energy (spin up / spin down) ... -7.038 / -7.039 eV
Structure (SMILES) ... [H]/N=C(\C#N)C(N)=C(N)N
Frontier orbital gap (spin up / spin down) ... 7.2 / 7.2 eV

The data favor arrangement C; the next most stable structure lies 0.432 eV above it.

Arrangement A

A cluster of 2 separate species, C2H8N4 in total. Source: the OMol25 dataset; level of theory: ωB97M-V/def2-TZVPD.

Geometry as XYZ:
```
14
Properties=species:S:1:pos:R:3
H -2.99274 -2.14451 2.19023
N -2.30625 -2.31351 1.46761
C -1.42241 -1.40228 1.37053
N -0.20388 -1.65397 0.82092
H -1.58416 -0.33795 1.60398
H -0.18731 -2.59673 0.46883
H 0.45686 -0.91381 0.68188
H 1.06570 3.52571 -0.18217
N 1.25985 2.53444 -0.16665
C 0.82005 1.84642 -1.12758
N 1.41833 0.67812 -1.54721
H 0.07826 2.10708 -1.88451
H 2.24990 0.24800 -1.17820
H 1.34781 0.42299 -2.51766
```

Calculated values
Lowest unoccupied orbital energy ... 0.9 eV
Highest occupied orbital energy ... -8.844 eV
Structure (SMILES) ... [H]/N=C/N.[H]/N=C/N
Frontier orbital gap ... 9.7 eV

Arrangement B

A cluster of 2 separate species, C2H8N4 in total. Source: the OMol25 dataset; level of theory: ωB97M-V/def2-TZVPD.

Geometry as XYZ:
```
14
Properties=species:S:1:pos:R:3
H -0.18016 1.44481 -2.86202
N -0.33839 0.85653 -2.00762
C -1.62477 0.78345 -1.80112
N -2.55436 1.75802 -1.51174
H -2.18614 -0.16993 -2.06766
H -2.35136 2.76477 -1.53440
H -3.49447 1.43238 -1.28161
H 1.27564 -1.90485 3.57746
N 1.17116 -1.04400 3.07382
C 1.34820 -0.99244 1.84625
N 2.60501 -1.21109 1.30572
H 0.48588 -0.72688 1.09484
H 2.61395 -1.36295 0.18130
H 3.22984 -1.62782 1.98679
```

Calculated values
Lowest unoccupied orbital energy ... 0.9 eV
Highest occupied orbital energy ... -8.143 eV
Structure (SMILES) ... [H]/N=C\N.[H]/N=C\N
Frontier orbital gap ... 9.1 eV

Arrangement C

A cluster of 2 separate species, C2H8N4 in total. Source: the OMol25 dataset; level of theory: ωB97M-V/def2-TZVPD.

Geometry as XYZ:
```
14
Properties=species:S:1:pos:R:3
C 0.03663 0.00423 -1.27832
C 1.06182 -1.53602 0.26037
N -0.43458 1.58078 -0.07055
N -1.08883 0.74067 0.85130
N 0.11784 1.36542 1.22099
N -0.06201 -1.02353 -0.47816
H -0.85081 0.28968 -1.82925
H -1.94717 1.16826 1.29036
H 0.95372 0.42084 -1.70286
H 2.03916 -1.11981 -0.01436
H 0.79697 -1.47741 1.26489
H 1.14143 -2.61356 0.33194
H -0.80300 2.51313 -0.20919
H -0.96120 -0.31269 0.36285
```

Calculated values
Lowest unoccupied orbital energy ... 1.0 eV
Highest occupied orbital energy ... -7.036 eV
Frontier orbital gap ... 8.1 eV

The data favor arrangement A; the next most stable structure lies 2.381 eV above it.

Arrangement A

The ion CH3N2OS with charge +1. Source: the OMol25 dataset; level of theory: ωB97M-V/def2-TZVPD.

Geometry as XYZ:
```
8
Properties=species:S:1:pos:R:3
C 0.09210 0.13371 -0.21976
N 0.54140 -1.10470 -0.70541
N 0.24462 1.26439 -0.66215
O 0.86751 -1.40741 -1.98583
S 1.49259 -0.37915 -3.08209
H -0.51506 -0.21393 0.74964
H 0.26712 -1.76423 -0.04744
H -0.34691 2.12444 -0.46500
```

Calculated values
Lowest unoccupied orbital energy (spin up / spin down) ... -8.6 / -7.8 eV
Highest occupied orbital energy (spin up / spin down) ... -15.074 / -14.986 eV
Net charge ... +1
Frontier orbital gap (spin up / spin down) ... 6.5 / 7.2 eV

Arrangement B

The ion CH3N2OS with charge +1. Source: the OMol25 dataset; level of theory: ωB97M-V/def2-TZVPD.

Geometry as XYZ:
```
8
Properties=species:S:1:pos:R:3
C -0.51238 0.08407 0.60106
N -0.34355 -1.11444 0.34743
N 0.19102 0.91941 -0.16900
O 1.05357 0.36953 -1.07520
S 0.78145 -1.03512 -1.80364
H -0.99482 0.59274 1.40552
H -0.61189 -1.79198 0.93400
H 0.43659 1.97579 -0.24017
```

Calculated values
Lowest unoccupied orbital energy (spin up / spin down) ... -7.7 / -7.5 eV
Highest occupied orbital energy (spin up / spin down) ... -14.815 / -14.819 eV
Net charge ... +1
Frontier orbital gap (spin up / spin down) ... 7.1 / 7.3 eV

The data favor arrangement B; the next most stable structure lies 0.843 eV above it.

Arrangement A

A cluster of 3 separate species, C4H16NO3 in total. Source: the OMol25 dataset; level of theory: ωB97M-V/def2-TZVPD.

Geometry as XYZ:
```
24
Properties=species:S:1:pos:R:3
C 1.39887 1.37740 0.79652
C 0.55518 0.28845 0.13221
C 1.24756 -0.05644 -1.18904
C 0.80363 -1.35328 -1.89011
O 0.08042 -2.22394 -1.01969
N -0.84125 0.85536 -0.20283
H 0.86820 1.90182 1.58241
H 1.63548 2.15884 0.07008
H 2.31506 0.94242 1.18686
H 0.41070 -0.58874 0.74654
H 1.22827 0.76411 -1.90813
H 2.31169 -0.14039 -0.95427
H 0.12979 -1.17573 -2.73127
H 1.70004 -1.82892 -2.28469
H 0.52194 -3.07048 -0.95023
H -1.57017 0.13699 -0.03868
H -0.99683 1.66761 0.37504
H -0.79749 1.12666 -1.18561
H -0.57908 1.74842 2.93667
H -2.10814 1.25323 3.09983
O -1.37238 1.42843 2.50566
H -2.28952 -1.95284 -0.44605
H -2.22505 -1.90462 1.06746
O -2.42694 -1.35435 0.30134
```

Calculated values
Lowest unoccupied orbital energy ... -2.7 eV
Highest occupied orbital energy ... -14.340 eV
Net charge ... +1
Frontier orbital gap ... 11.6 eV

Arrangement B

A cluster of 3 separate species, C4H16NO3 in total. Source: the OMol25 dataset; level of theory: ωB97M-V/def2-TZVPD.

Geometry as XYZ:
```
24
Properties=species:S:1:pos:R:3
C 0.20482 1.97668 0.99055
C -0.14342 1.02054 -0.12328
C -1.62969 0.85064 -0.34421
C -2.30245 0.03965 0.78493
O -1.82743 0.15520 -1.56941
N 0.44773 -0.38624 0.09596
H 0.53118 2.94950 0.62641
H -0.55538 2.09839 1.76131
H 1.06322 1.58135 1.55576
H 0.33887 1.23075 -1.06138
H -2.14512 1.80584 -0.35135
H -1.75125 0.07642 1.72996
H -3.32758 0.38636 0.90184
H -2.39605 -1.01611 0.52840
H -2.30131 0.68336 -2.21746
H 1.01405 -0.45142 0.95012
H -0.21082 -1.16067 0.21240
H 1.06086 -0.59873 -0.69282
H 3.02344 -2.26743 1.93583
H 3.43539 -1.85118 0.54933
O 2.72998 -1.71962 1.19702
H 1.21739 -1.39584 -3.04578
H 2.22347 -2.15017 -2.21344
O 1.30013 -1.85728 -2.20068
```

Calculated values
Lowest unoccupied orbital energy ... -2.9 eV
Highest occupied orbital energy ... -14.275 eV
Net charge ... +1
Frontier orbital gap ... 11.4 eV

The data favor arrangement A; the next most stable structure lies 0.057 eV above it.